# 1
ORCA calculation (ωB97M-V/def2-TZVPD) on C21H32N4O2 in the gas phase.

Structure (XYZ):
```
59
Properties=species:S:1:pos:R:3:lowdin_charge:R:1
C -6.86713 -2.02480 1.19090 -0.080
H -7.84254 -1.89284 1.65227 0.072
H -6.86204 -2.97867 0.67012 0.062
H -6.11394 -2.05805 1.97443 0.070
C -6.58916 -0.86403 0.23819 -0.252
N -5.26777 -0.97208 -0.36602 -0.206
C -4.60911 0.29850 -0.63649 -0.126
H -5.22708 1.12330 -0.27711 0.113
C -3.26387 0.34282 0.11756 -0.306
C -2.64670 1.70446 0.08090 -0.171
C -3.23784 2.94116 0.01471 -0.035
C -2.21294 3.90341 -0.07033 -0.078
C -1.02880 3.22544 -0.06592 -0.083
N -1.28710 1.88933 0.03380 -0.007
C -0.28903 0.90672 0.10431 -0.192
C -0.36632 -0.12185 1.03808 0.002
C 0.63730 -1.07113 1.10098 -0.025
C 1.73091 -1.01016 0.24809 -0.210
C 1.80829 0.02778 -0.67438 -0.018
C 0.80856 0.97666 -0.75087 0.001
H 0.86583 1.76955 -1.48168 0.115
H 2.65894 0.08006 -1.33734 0.114
C 2.85992 -2.00280 0.34691 -0.141
N 4.04241 -1.40603 0.94180 0.065
C 5.01539 -0.86026 0.13639 -0.569
O 5.06506 -1.07280 -1.05794 0.048
N 5.90871 -0.08359 0.82062 0.082
H 5.88763 -0.13910 1.82560 0.133
C 7.14511 0.41623 0.22694 -0.410
C 8.04258 -0.73110 -0.23701 -0.059
H 8.97460 -0.33994 -0.63553 0.075
H 8.26859 -1.39926 0.59189 0.076
H 7.53331 -1.29451 -1.01372 0.073
C 6.82380 1.36599 -0.92464 -0.062
H 7.74114 1.78780 -1.32601 0.075
H 6.18487 2.17489 -0.57805 0.078
H 6.30717 0.82155 -1.70891 0.070
H 7.65391 0.97691 1.02038 0.137
H 3.91161 -1.01063 1.86052 0.136
H 3.16212 -2.33720 -0.64882 0.125
H 2.56483 -2.86731 0.94862 0.119
H 0.56898 -1.86815 1.82796 0.112
H -1.20637 -0.16460 1.71381 0.109
H -0.02128 3.59149 -0.08989 0.117
H -2.34010 4.96628 -0.12864 0.092
H -4.28894 3.14980 0.02785 0.099
O -3.47516 -0.06501 1.45833 -0.027
H -4.14474 -0.76462 1.40461 0.072
H -2.56782 -0.36987 -0.35694 0.129
H -4.43452 0.45076 -1.70729 0.134
C -5.24778 -1.88824 -1.49455 -0.250
C -3.84943 -2.41579 -1.79321 -0.078
H -3.40661 -2.83071 -0.89147 0.080
H -3.20146 -1.62946 -2.17120 0.065
H -3.90839 -3.19874 -2.54558 0.072
H -5.66169 -1.41079 -2.40100 0.122
H -5.88952 -2.73534 -1.24496 0.106
H -7.38021 -0.81850 -0.52886 0.120
H -6.63046 0.06251 0.81494 0.115
```

Results
SMILES: CCN(CC)C[C@H](O)c1cccn1-c1ccc(CNC(=O)NC(C)C)cc1

# 2
ORCA calculation (ωB97M-V/def2-TZVPD) on C6H8NO as an isolated structure at a distorted geometry.

Structure (XYZ):
```
16
Properties=species:S:1:pos:R:3:lowdin_charge:R:1
C -1.17122 -1.51196 0.32718 -0.008
C -0.02833 -1.90092 -0.29886 0.028
C -1.49073 -0.20522 -0.25293 -0.123
C 0.41602 -0.64958 -1.01974 -0.196
C -0.10095 0.75314 0.83120 -0.010
C 1.01815 0.31699 0.12188 -0.107
N 0.44678 1.62294 -0.20816 0.146
O -0.77974 0.03487 -1.37575 -0.051
H -1.87383 -1.85265 1.09430 0.139
H 0.75404 -2.69478 0.00355 0.164
H -2.47728 0.21014 -0.39585 0.159
H 1.09610 -0.73373 -1.78015 0.135
H -0.28676 1.03981 1.86682 0.159
H 1.96581 0.15446 0.44611 0.143
H -0.03913 1.78717 -1.19031 0.250
H 0.86278 2.42184 0.23485 0.172
```

Results
Total charge: +1

# 3
ORCA calculation (ωB97M-V/def2-TZVPD) on a 3-piece molecular cluster, C13H34BFN3O overall at a distorted geometry.

Structure (XYZ):
```
53
Properties=species:S:1:pos:R:3:lowdin_charge:R:1
C -4.01204 -1.10770 -4.78911 -0.106
B -3.27972 -0.98443 -3.32116 -0.583
O -1.81665 -1.23407 -3.21243 -0.071
N -4.07954 -0.57656 -2.07531 -0.143
F -4.20314 0.78880 -2.22872 -0.292
H -3.34628 -0.56986 -5.62075 0.049
H -4.03008 -2.25079 -5.06938 0.057
H -5.08384 -0.62904 -4.68675 0.062
H -1.40171 -0.41741 -3.66481 0.105
C 0.61341 -2.47292 -1.46001 -0.083
C 1.99705 -2.12441 -2.00135 -0.267
N 2.40564 -0.74578 -1.72350 -0.183
C 3.57173 -0.31389 -2.49935 -0.258
C 4.89195 -1.03274 -2.24713 -0.101
C 2.40733 -0.33782 -0.31630 -0.246
C 3.24983 -1.15272 0.65796 -0.091
H -0.13972 -1.75769 -1.80705 0.053
H 0.31664 -3.46718 -1.81008 0.078
H 0.59715 -2.49377 -0.36629 0.062
H 1.95698 -2.26921 -3.08823 0.117
H 2.72465 -2.84829 -1.61620 0.091
H 3.72276 0.76305 -2.36149 0.108
H 3.32588 -0.42454 -3.56467 0.108
H 5.33333 -0.74201 -1.29174 0.051
H 5.61294 -0.75984 -3.02516 0.066
H 4.78589 -2.12066 -2.26999 0.066
H 1.37153 -0.34969 0.04409 0.093
H 2.70108 0.71637 -0.24044 0.114
H 3.10107 -2.22982 0.54470 0.068
H 2.97298 -0.89431 1.68640 0.067
H 4.31497 -0.93671 0.55348 0.050
C 0.37349 2.50563 4.39133 -0.103
C -0.04954 1.81456 3.09810 -0.273
N -1.20237 0.92561 3.25787 -0.192
C -1.41356 0.03104 2.11622 -0.251
C -1.75991 0.66845 0.77567 -0.083
C -2.41802 1.52820 3.81081 -0.254
C -3.00628 2.73278 3.08556 -0.092
H 0.54049 1.77856 5.19300 0.075
H 1.31050 3.04980 4.23294 0.067
H -0.37246 3.23154 4.72827 0.060
H 0.80996 1.22195 2.76055 0.109
H -0.22714 2.57431 2.32804 0.097
H -2.18528 -0.70557 2.36818 0.113
H -0.49856 -0.56233 1.98090 0.096
H -2.78534 1.04313 0.76022 0.061
H -1.68518 -0.08256 -0.01807 0.064
H -1.08204 1.48550 0.51440 0.066
H -2.21087 1.82736 4.84546 0.095
H -3.19585 0.76090 3.90866 0.114
H -2.25266 3.48532 2.83892 0.065
H -3.75076 3.21852 3.72661 0.068
H -3.52072 2.44295 2.16717 0.061
```

Results
Total charge: -1

# 4
ORCA calculation (ωB97M-V/def2-TZVPD) on a 11-piece molecular cluster, C18H58N8O18 overall at a distorted geometry.

Structure (XYZ):
```
102
Properties=species:S:1:pos:R:3:lowdin_charge:R:1
C -4.41623 0.84554 2.72011 -0.689
O -4.41127 1.74666 1.90118 0.029
N -3.59079 0.92259 3.79788 0.162
N -5.30034 -0.17183 2.71149 0.170
H -3.93408 0.52554 4.64376 0.090
H -3.01203 1.79777 3.89821 0.104
H -4.96111 -1.08105 3.08136 0.131
H -5.78009 -0.12580 1.86965 0.078
C 0.72700 0.86955 1.29495 -0.601
O 1.33872 1.91376 1.33653 0.014
N 0.88959 -0.15739 0.29084 0.149
N -0.27955 0.52189 2.19394 0.166
H 0.03231 -0.67154 0.16973 0.044
H 1.58205 0.04019 -0.50829 0.109
H -0.76602 1.17507 2.91892 0.118
H -0.75634 -0.36090 1.95186 0.065
C 1.06221 0.98002 -2.82813 -0.710
O 0.52745 0.06666 -3.40594 0.041
N 2.41556 1.08164 -2.62503 0.167
N 0.49779 2.11472 -2.44140 0.191
H 3.03894 0.57477 -3.20403 0.097
H 2.85327 1.80355 -2.08464 0.057
H -0.49852 2.12427 -2.21486 0.097
H 1.02572 2.75403 -1.85456 0.075
C 4.77758 -0.72713 1.59576 -0.687
O 5.13393 -1.51824 2.48417 0.002
N 5.15026 -0.90931 0.33041 0.161
N 4.01162 0.36869 1.90586 0.158
H 5.79506 -1.67055 0.10045 0.126
H 4.74984 -0.32540 -0.40630 0.096
H 3.63631 0.35015 2.83110 0.101
H 3.21074 0.36595 1.27734 0.055
C 4.72549 3.43643 0.08404 -0.257
C 3.48460 4.19247 -0.30236 -0.257
O 2.48458 3.35335 -0.77673 -0.142
O 5.13180 2.51662 -0.93640 -0.088
H 4.55905 2.77349 0.95108 0.098
H 5.54845 4.09058 0.43797 0.125
H 3.81356 4.77524 -1.20470 0.136
H 3.25921 4.93807 0.51865 0.141
H 2.18832 2.63608 -0.09735 0.091
H 5.85237 1.97912 -0.56773 0.085
C -2.93455 3.34642 -0.87097 -0.244
C -3.26735 4.83002 -0.54324 -0.219
O -3.94655 5.18368 0.70092 -0.095
O -4.17723 2.66534 -1.07438 -0.077
H -2.24897 2.95376 -0.08558 0.109
H -2.32513 3.31452 -1.81996 0.117
H -3.88911 5.12851 -1.37869 0.103
H -2.35167 5.46817 -0.57259 0.124
H -4.68107 4.52367 0.81195 0.098
H -4.46285 2.39446 -0.18078 0.051
C -0.31534 -4.70268 -4.75492 -0.215
C -0.55777 -3.45989 -3.87773 -0.214
O 0.65282 -2.84692 -3.40637 -0.112
O -1.53347 -5.01120 -5.48427 -0.100
H 0.06223 -5.68403 -4.21051 0.153
H 0.44777 -4.41351 -5.43768 0.096
H -1.10185 -3.71798 -2.92613 0.130
H -1.17027 -2.78895 -4.38360 0.100
H 0.69857 -1.87552 -3.52629 0.058
H -1.33454 -5.38091 -6.38048 0.102
C -1.88215 5.25561 3.27227 -0.252
C -1.39880 3.88682 2.77678 -0.173
O -1.07861 2.96761 3.90329 -0.137
O -0.91601 5.83456 4.11050 -0.067
H -2.84496 5.12348 3.79491 0.129
H -2.10720 5.91190 2.46124 0.096
H -0.58872 3.99252 2.11792 0.095
H -2.20376 3.32502 2.28570 0.093
H -0.43005 3.39736 4.52796 0.115
H -1.35723 6.26991 4.87469 0.111
C 4.00798 -4.84263 -1.82336 -0.229
C 2.90723 -4.19011 -0.84200 -0.210
O 1.60251 -4.48813 -1.28023 -0.133
O 3.88371 -6.22671 -1.97314 -0.070
H 5.01559 -4.68555 -1.46050 0.110
H 3.82780 -4.39675 -2.79794 0.106
H 3.01119 -3.11331 -0.91937 0.099
H 2.95613 -4.59512 0.21135 0.140
H 1.40210 -3.83928 -2.04881 0.100
H 2.94855 -6.47728 -2.00897 0.086
C -0.87994 -3.16702 2.56534 -0.237
C 0.37880 -3.41083 1.80616 -0.200
O 0.16711 -4.64034 1.03446 -0.060
O -1.92822 -2.84698 1.65902 -0.086
H -0.75512 -2.30502 3.26611 0.126
H -1.20151 -3.99955 3.20055 0.126
H 1.22498 -3.48260 2.46372 0.120
H 0.45953 -2.56062 1.16223 0.087
H 0.64959 -4.54349 0.21806 0.008
H -1.96646 -3.67015 1.20799 0.066
C -3.63974 -1.67410 -1.46210 -0.212
C -2.37585 -0.84766 -1.36540 -0.205
O -2.14007 -0.61791 0.00991 -0.088
O -3.47948 -2.73709 -0.54243 -0.059
H -3.69559 -2.05069 -2.45007 0.106
H -4.57654 -1.17664 -1.27105 0.122
H -2.47640 0.10322 -1.86765 0.114
H -1.52785 -1.37629 -1.85204 0.114
H -2.27535 -1.44820 0.43171 0.007
H -4.07790 -2.50025 0.16567 0.082
```

Results
SMILES: NC(N)=O.NC(N)=O.NC(N)=O.NC(N)=O.OCCO.OCCO.OCCO.OCCO.OCCO.OCCO.OCCO

# 5
ORCA calculation (ωB97M-V/def2-TZVPD) on C25H27AuN4S as an isolated structure at a distorted geometry.

Structure (XYZ):
```
58
Properties=species:S:1:pos:R:3:lowdin_charge:R:1
Au 0.55338 -0.13710 0.17258 1.027
N 0.17676 2.03330 -0.13383 0.004
C -1.20723 2.38946 -0.07063 -0.263
C -1.65136 3.33508 0.84311 -0.020
C -3.00167 3.65041 0.89591 -0.059
C -3.89494 3.00621 0.04617 -0.051
C -3.43784 2.04173 -0.84029 -0.011
C -2.08600 1.71855 -0.90669 -0.144
C -1.56769 0.66770 -1.81261 -0.168
C -2.16114 0.43973 -3.06405 -0.001
C -1.75753 -0.58917 -3.90103 -0.038
C -0.72746 -1.44030 -3.52560 -0.041
C -0.08168 -1.23674 -2.30785 -0.101
C -0.53245 -0.20351 -1.53610 -0.192
H 0.75839 2.57409 0.49813 0.115
H 0.58786 2.07288 -1.06733 0.058
H -0.93874 3.85302 1.47640 0.123
H -3.35190 4.40356 1.59015 0.121
H -4.94776 3.25388 0.07345 0.121
H -4.14520 1.51850 -1.47297 0.126
H -2.94354 1.11805 -3.38299 0.128
H -2.25337 -0.72454 -4.85334 0.123
H -0.41834 -2.26197 -4.15782 0.121
H 0.72703 -1.88569 -1.98957 0.107
S 2.88527 0.88518 -0.96076 0.638
C 3.55393 0.29356 -2.41374 -0.769
N 4.72901 0.83376 -2.84097 0.081
C 5.36344 0.44266 -3.96578 -0.016
C 4.80936 -0.53775 -4.72292 -0.008
C 3.60388 -1.07122 -4.25495 -0.066
N 2.99149 -0.68138 -3.14772 0.084
H 5.13340 1.55797 -2.26077 0.150
H 6.29335 0.94188 -4.19933 0.149
H 5.27981 -0.88396 -5.62956 0.125
H 3.11268 -1.86165 -4.81259 0.128
C -3.13456 0.01431 2.31278 0.019
N -1.72740 -0.27792 2.71456 -0.199
C -1.43282 0.21227 4.09398 0.032
C -1.39647 -1.74313 2.54706 -0.098
C 0.07913 -2.00226 2.68037 -0.286
C 0.51869 -2.85380 3.67803 -0.028
C 1.87749 -3.14068 3.81336 -0.036
C 2.79370 -2.55677 2.95552 -0.058
C 2.35675 -1.70722 1.94500 -0.125
C 0.99243 -1.39169 1.79635 -0.244
H -3.28761 1.09029 2.32921 0.093
H -3.80249 -0.47513 3.01710 0.117
H -3.29946 -0.37010 1.30992 0.104
H -1.09869 0.20737 2.06734 0.098
H -2.05598 -0.34287 4.79120 0.117
H -1.66949 1.27207 4.14356 0.108
H -0.38267 0.04133 4.31043 0.107
H -1.76565 -2.02566 1.56186 0.131
H -1.97059 -2.27624 3.30331 0.140
H -0.19458 -3.31273 4.35463 0.123
H 2.20882 -3.82685 4.58175 0.120
H 3.84884 -2.77824 3.05394 0.117
H 3.08941 -1.27253 1.27464 0.065
```

Results
Total charge: +2

HOMO values (in eV) by entry order: -8.172; -13.823; -1.473; -9.631; -13.850.
Orbital gap values (in eV) by entry order: 8.93; 10.55; 4.24; 9.84; 6.04.
Molar mass values (in g/mol) by entry order: 372.513; 110.136; 278.245; 674.700; 612.553.